# 1
Entry from OMol25: C43H94F3N5O7PSV as an isolated structure (the ωB97M-V functional and the def2-TZVPD basis).

Last column: Mulliken charge in e.
Atoms and positions in Å:
V (-1.627, -2.646, 0.068)  -0.37
P (0.020, -0.908, 0.165)  1.03
O (-0.282, -1.805, 1.403)  -1.24
O (0.044, -2.076, -0.916)  -1.26
O (1.134, 0.172, 0.194)  -0.11
O (-1.451, -0.391, -0.143)  0.61
C (4.305, -2.340, -3.356)  -1.31
C (3.546, -1.056, -3.568)  0.22
C (2.060, -1.301, -3.435)  -0.90
N (1.044, -0.237, -3.872)  0.96
C (1.209, 1.116, -3.140)  -0.61
C (-0.357, -0.779, -3.678)  0.19
C (-1.132, -0.170, -4.791)  0.16
C (-0.214, -0.378, -5.933)  -1.28
C (1.115, -0.020, -5.364)  -0.51
H (3.920, -3.224, -3.866)  0.42
H (4.426, -2.739, -2.349)  0.10
H (5.334, -2.080, -3.603)  0.42
H (3.749, -0.476, -4.469)  0.57
H (3.846, -0.319, -2.823)  -0.23
H (1.814, -1.475, -2.388)  0.01
H (1.776, -2.119, -4.097)  0.81
H (0.375, 1.805, -3.274)  0.55
H (2.074, 1.714, -3.425)  0.62
H (1.356, 0.964, -2.071)  -0.52
H (-0.634, -0.546, -2.650)  -1.13
H (-0.293, -1.856, -3.831)  0.28
H (-1.165, 0.881, -4.504)  -0.12
H (-2.163, -0.515, -4.859)  0.64
H (-0.464, 0.284, -6.763)  0.44
H (-0.258, -1.391, -6.334)  0.40
H (1.338, 1.036, -5.521)  0.35
H (1.974, -0.541, -5.787)  0.48
C (3.785, -7.304, 1.390)  -1.53
C (3.777, -5.941, 2.019)  -0.10
C (3.539, -4.849, 0.969)  -0.67
N (3.425, -3.542, 1.632)  0.62
C (2.009, -3.436, 2.144)  -0.90
C (4.478, -3.317, 2.797)  -0.88
C (4.682, -1.780, 2.859)  -1.09
C (3.993, -1.216, 1.591)  0.97
C (3.738, -2.349, 0.654)  -0.85
H (4.484, -7.293, 0.554)  0.36
H (2.806, -7.673, 1.084)  0.38
H (4.103, -7.999, 2.167)  0.40
H (4.794, -5.754, 2.364)  0.28
H (3.035, -5.899, 2.816)  0.28
H (2.537, -5.024, 0.578)  0.25
H (4.336, -4.765, 0.230)  0.46
H (2.093, -2.594, 2.830)  -0.37
H (1.762, -4.317, 2.736)  0.56
H (1.465, -3.266, 1.215)  0.37
H (4.003, -3.887, 3.595)  0.55
H (5.405, -3.760, 2.431)  0.57
H (4.327, -1.350, 3.795)  0.34
H (5.766, -1.658, 2.867)  0.36
H (3.053, -0.672, 1.686)  -0.83
H (4.587, -0.466, 1.069)  0.21
H (2.918, -2.117, -0.026)  0.33
H (4.653, -2.577, 0.107)  0.60
C (-0.514, 5.053, 0.536)  -0.97
C (0.991, 4.857, 0.620)  -0.69
C (1.485, 3.487, 0.067)  -0.17
N (2.988, 3.141, 0.353)  0.91
C (3.031, 2.701, 1.842)  -1.16
C (3.926, 4.368, -0.001)  -0.79
C (5.314, 3.734, -0.229)  -0.78
C (5.063, 2.378, -0.752)  -0.68
C (3.564, 2.130, -0.683)  0.41
H (-0.796, 6.013, 0.104)  0.42
H (-1.000, 5.037, 1.511)  0.24
H (-1.032, 4.400, -0.166)  0.08
H (1.229, 4.986, 1.675)  0.30
H (1.438, 5.708, 0.106)  0.50
H (1.338, 3.235, -0.984)  0.40
H (0.915, 2.628, 0.419)  -0.19
H (2.492, 1.760, 1.736)  0.51
H (2.661, 3.533, 2.442)  0.23
H (4.069, 2.392, 1.965)  0.53
H (3.731, 5.211, 0.662)  0.51
H (3.553, 4.747, -0.952)  0.48
H (5.986, 3.637, 0.623)  0.32
H (5.749, 4.316, -1.041)  0.34
H (5.576, 1.594, -0.195)  0.20
H (5.513, 2.346, -1.745)  0.45
H (3.245, 1.089, -0.641)  -0.12
H (3.136, 2.453, -1.632)  -0.12
C (1.431, -2.190, 5.594)  -1.42
C (0.994, -0.713, 5.538)  -0.44
C (0.374, -0.371, 4.189)  -0.01
N (-0.739, 0.755, 4.206)  0.61
C (-1.950, 0.176, 5.032)  -0.49
C (-3.273, 0.901, 4.718)  -1.15
C (-3.450, 1.363, 3.260)  -0.16
C (-2.274, 2.098, 2.631)  0.15
C (-1.034, 1.182, 2.725)  -0.75
C (-0.265, 1.972, 5.023)  -0.79
H (0.647, -2.946, 5.558)  0.41
H (1.825, -2.388, 6.591)  0.53
H (2.263, -2.510, 4.966)  0.11
H (1.917, -0.151, 5.675)  0.33
H (0.290, -0.512, 6.346)  0.39
H (-0.062, -1.200, 3.632)  0.33
H (1.117, 0.001, 3.484)  -0.18
H (-2.020, -0.810, 4.571)  0.43
H (-1.775, 0.048, 6.100)  0.43
H (-4.201, 0.390, 4.977)  0.49
H (-3.295, 1.882, 5.193)  0.37
H (-3.783, 0.571, 2.590)  0.05
H (-4.340, 1.978, 3.125)  0.28
H (-2.467, 2.384, 1.597)  0.02
H (-2.116, 3.053, 3.132)  0.40
H (-1.076, 0.219, 2.217)  -0.02
H (-0.110, 1.588, 2.313)  -0.13
H (0.394, 2.650, 4.479)  0.11
H (0.232, 1.648, 5.937)  0.41
H (-1.152, 2.534, 5.315)  0.40
C (-6.106, 3.352, 1.047)  -1.52
C (-5.083, 2.557, 0.246)  1.16
C (-5.733, 2.003, -1.006)  -0.97
N (-5.021, 0.866, -1.675)  0.27
C (-5.615, 0.565, -3.049)  -0.26
C (-5.538, 1.716, -4.083)  -0.96
C (-4.203, 2.243, -4.381)  -0.42
C (-3.485, 2.503, -3.025)  -0.75
C (-3.611, 1.295, -2.069)  -0.22
C (-5.026, -0.480, -0.832)  -0.10
H (-5.808, 3.359, 2.095)  0.39
H (-7.060, 2.825, 1.064)  0.39
H (-6.099, 4.415, 0.807)  0.37
H (-4.749, 1.726, 0.867)  -0.68
H (-4.257, 3.255, 0.106)  0.03
H (-5.879, 2.841, -1.688)  0.31
H (-6.660, 1.464, -0.809)  0.59
H (-6.667, 0.318, -2.906)  0.60
H (-5.145, -0.285, -3.543)  0.04
H (-6.409, 2.362, -3.981)  0.26
H (-5.965, 1.120, -4.890)  0.57
H (-4.336, 3.170, -4.938)  0.50
H (-3.759, 1.516, -5.061)  0.08
H (-4.093, 3.338, -2.673)  0.48
H (-2.411, 2.674, -3.085)  0.31
H (-3.033, 1.418, -1.153)  -0.13
H (-3.102, 0.527, -2.651)  0.25
H (-6.025, -0.758, -0.498)  0.43
H (-4.395, -0.312, 0.041)  -0.16
H (-4.594, -1.260, -1.459)  -0.07
C (-4.710, -4.674, -2.506)  0.50
F (-5.565, -4.084, -1.650)  -0.22
F (-4.126, -5.708, -1.896)  -0.19
F (-5.376, -5.005, -3.620)  -0.19
S (-3.224, -3.460, -3.091)  1.20
O (-2.486, -4.202, -4.109)  -0.63
O (-3.891, -2.250, -3.645)  -0.71
O (-2.482, -3.263, -1.835)  -0.77

Charge   +2
Strongest force on any atom   3.741 eV/Å
Calculated total energy   -121846.6135 eV
Spin multiplicity   5
Frontier orbital gap (alpha / beta)   0.08852 / 0.26360 Eh
E_HOMO (alpha / beta)   -6.49 / -11.26 eV

# 2
Entry from OMol25: a 15-piece molecular cluster, C78H178B5F20N10O5 overall (the ωB97M-V functional and the def2-TZVPD basis).

Last column: Mulliken charge in e.
Atoms and positions in Å:
C (0.923, 2.928, -1.490)  -1.42
C (1.051, 1.437, -1.139)  3.18
C (1.375, 1.149, 0.361)  -0.79
C (0.165, 1.243, 1.284)  0.87
C (-1.049, 0.414, 0.846)  -1.12
C (-1.505, 0.628, -0.656)  3.22
N (-0.234, 0.682, -1.498)  1.62
O (-0.244, -0.174, -2.644)  0.14
C (-2.181, 2.057, -0.770)  0.02
C (-2.420, -0.450, -1.061)  -1.43
C (2.220, 0.831, -1.860)  -2.77
H (1.793, 3.448, -1.890)  0.48
H (0.659, 3.512, -0.609)  0.09
H (0.189, 3.032, -2.289)  -0.18
H (2.179, 1.815, 0.675)  0.46
H (1.714, 0.123, 0.509)  -0.08
H (-0.200, 2.268, 1.350)  -0.86
H (0.344, 0.888, 2.299)  -0.10
H (-1.796, 0.737, 1.572)  -0.16
H (-0.759, -0.611, 1.078)  -0.09
H (-2.575, 2.288, -1.760)  -0.17
H (-1.580, 2.942, -0.558)  -0.73
H (-3.083, 2.071, -0.159)  -0.42
H (-1.939, -1.404, -1.275)  0.08
H (-2.835, -0.260, -2.052)  -0.14
H (-3.308, -0.620, -0.452)  0.07
H (3.111, 1.221, -1.367)  0.46
H (2.340, 1.029, -2.925)  0.15
H (2.253, -0.244, -1.682)  0.22
C (9.677, -1.876, 2.009)  -1.71
C (8.516, -0.931, 2.537)  0.99
C (9.026, 0.560, 2.834)  -0.62
C (9.203, 1.193, 1.451)  -0.80
C (7.827, 1.313, 0.765)  -0.78
C (7.169, -0.057, 0.403)  1.76
N (7.292, -0.962, 1.528)  1.29
O (6.346, -1.976, 1.584)  -0.39
C (7.902, -0.783, -0.706)  -1.68
C (5.657, 0.189, 0.102)  -2.47
C (8.088, -1.554, 3.906)  -2.08
H (9.335, -2.851, 1.662)  0.36
H (10.419, -1.942, 2.805)  0.46
H (10.253, -1.452, 1.187)  0.47
H (9.974, 0.560, 3.372)  0.49
H (8.309, 1.112, 3.441)  0.19
H (9.990, 0.641, 0.938)  0.35
H (9.443, 2.254, 1.526)  0.47
H (8.073, 1.843, -0.155)  0.51
H (7.120, 1.908, 1.344)  0.19
H (7.431, -1.715, -1.019)  0.44
H (8.924, -0.960, -0.369)  0.44
H (7.900, -0.225, -1.642)  0.38
H (5.172, 0.673, 0.950)  0.14
H (5.004, -0.634, -0.190)  0.66
H (5.640, 0.838, -0.773)  0.46
H (7.157, -1.042, 4.153)  0.22
H (8.823, -1.618, 4.707)  0.51
H (7.962, -2.621, 3.722)  0.55
C (-3.802, 0.444, 3.816)  -1.10
C (-4.462, -0.540, 4.733)  -0.15
C (-5.951, -0.206, 5.150)  -0.69
N (-6.696, -1.307, 5.942)  0.47
C (-8.129, -0.790, 6.285)  -0.58
C (-9.011, -1.861, 6.893)  -0.65
C (-9.027, -3.297, 6.165)  -0.74
C (-7.531, -3.684, 5.812)  -0.87
C (-6.765, -2.545, 5.105)  -0.45
C (-5.937, -1.660, 7.242)  -1.06
H (-3.622, 1.366, 4.369)  0.56
H (-4.230, 0.653, 2.836)  -0.03
H (-2.810, 0.039, 3.617)  0.41
H (-3.789, -0.714, 5.572)  0.30
H (-4.482, -1.467, 4.161)  0.16
H (-6.505, 0.000, 4.235)  -0.01
H (-5.915, 0.718, 5.727)  0.47
H (-8.591, -0.382, 5.385)  0.37
H (-8.011, 0.075, 6.937)  0.42
H (-10.077, -1.634, 6.861)  0.38
H (-8.605, -1.845, 7.904)  0.34
H (-9.648, -3.296, 5.269)  0.34
H (-9.443, -4.056, 6.826)  0.40
H (-7.579, -4.561, 5.166)  0.45
H (-7.123, -3.935, 6.791)  0.29
H (-7.156, -2.335, 4.110)  0.38
H (-5.738, -2.910, 5.096)  0.35
H (-4.979, -2.135, 7.027)  0.33
H (-6.605, -2.254, 7.866)  0.55
H (-5.778, -0.782, 7.868)  0.31
C (1.654, -2.265, -5.188)  -1.64
C (1.693, -1.392, -6.436)  0.27
C (2.432, -0.028, -6.398)  0.48
N (2.601, 0.594, -7.849)  0.25
C (3.172, 2.011, -7.654)  -0.23
C (3.768, 2.612, -8.906)  -0.91
C (4.700, 1.705, -9.719)  -0.79
C (4.008, 0.333, -10.004)  -1.04
C (3.452, -0.337, -8.728)  -0.48
C (1.162, 0.719, -8.499)  -1.13
H (2.705, -2.308, -4.904)  0.47
H (1.194, -3.248, -5.293)  0.48
H (1.299, -1.769, -4.285)  0.00
H (0.633, -1.221, -6.621)  -0.42
H (1.982, -1.924, -7.342)  0.46
H (3.414, 0.018, -5.926)  0.53
H (1.823, 0.693, -5.852)  -0.45
H (3.931, 1.942, -6.874)  0.31
H (2.444, 2.668, -7.179)  0.28
H (4.303, 3.535, -8.684)  0.44
H (3.044, 2.840, -9.688)  0.30
H (5.562, 1.675, -9.053)  0.31
H (5.037, 2.162, -10.650)  0.41
H (4.748, -0.295, -10.499)  0.47
H (3.344, 0.320, -10.869)  0.41
H (4.207, -0.462, -7.952)  0.44
H (2.912, -1.256, -8.956)  0.48
H (1.408, 1.019, -9.518)  0.68
H (0.719, 1.580, -7.998)  0.22
H (0.758, -0.283, -8.645)  0.33
C (-0.233, 1.992, 5.404)  -1.66
C (1.061, 2.615, 4.867)  0.93
C (0.870, 4.198, 4.675)  -0.47
N (2.144, 4.841, 3.995)  0.46
C (3.424, 4.558, 4.835)  0.00
C (4.671, 5.167, 4.283)  -0.94
C (4.843, 4.959, 2.761)  -0.13
C (3.607, 5.086, 1.893)  -0.99
C (2.324, 4.369, 2.512)  0.98
C (1.667, 6.343, 3.817)  -0.97
H (-0.067, 0.999, 5.821)  0.44
H (-0.987, 2.003, 4.617)  0.15
H (-0.607, 2.606, 6.224)  0.52
H (1.204, 2.086, 3.925)  -0.52
H (1.842, 2.336, 5.575)  0.38
H (0.667, 4.759, 5.587)  0.77
H (0.033, 4.349, 3.992)  -0.25
H (3.684, 3.500, 4.806)  -0.32
H (3.287, 4.914, 5.856)  0.49
H (5.562, 4.821, 4.807)  0.46
H (4.585, 6.219, 4.556)  0.38
H (5.181, 3.954, 2.509)  -0.29
H (5.586, 5.654, 2.369)  0.51
H (3.782, 4.550, 0.959)  0.51
H (3.313, 6.117, 1.696)  0.40
H (2.571, 3.308, 2.499)  -0.98
H (1.425, 4.465, 1.902)  0.04
H (1.487, 6.668, 4.841)  0.42
H (0.871, 6.417, 3.076)  0.19
H (2.511, 6.957, 3.502)  0.48
C (6.559, -4.042, 6.259)  -1.23
C (5.085, -3.548, 5.973)  0.15
C (4.361, -4.479, 5.012)  -0.50
N (2.810, -4.245, 4.937)  0.40
C (2.527, -2.811, 4.460)  -1.23
C (1.050, -2.439, 4.305)  -0.62
C (0.373, -3.482, 3.389)  0.85
C (0.598, -4.970, 3.824)  -0.71
C (2.127, -5.216, 3.942)  -0.99
C (2.151, -4.483, 6.308)  -0.99
H (7.209, -3.826, 5.411)  0.19
H (6.440, -5.108, 6.448)  0.44
H (6.902, -3.726, 7.245)  0.38
H (5.219, -2.555, 5.544)  -0.12
H (4.668, -3.462, 6.976)  0.19
H (4.490, -5.468, 5.451)  0.50
H (4.679, -4.418, 3.972)  0.37
H (2.829, -2.591, 3.436)  0.39
H (3.075, -2.167, 5.149)  0.68
H (1.024, -1.424, 3.909)  0.10
H (0.546, -2.510, 5.269)  0.37
H (0.549, -3.272, 2.334)  -0.67
H (-0.715, -3.425, 3.367)  0.27
H (0.142, -5.684, 3.138)  0.35
H (0.011, -5.151, 4.724)  0.39
H (2.655, -5.100, 2.996)  0.50
H (2.305, -6.231, 4.296)  0.47
H (2.746, -3.976, 7.068)  0.30
H (2.305, -5.514, 6.626)  0.39
H (1.134, -4.097, 6.383)  0.39
C (-3.974, -3.962, 1.335)  -1.64
C (-3.490, -5.309, 0.649)  -0.27
C (-2.281, -5.042, -0.294)  0.23
N (-1.861, -6.262, -1.139)  0.53
C (-0.833, -5.831, -2.150)  -0.39
C (-0.137, -7.103, -2.806)  -1.00
C (0.388, -8.131, -1.798)  -0.66
C (-0.668, -8.555, -0.798)  -0.93
C (-1.337, -7.339, -0.118)  -0.28
C (-3.053, -6.783, -1.876)  -0.96
H (-4.671, -4.084, 2.164)  0.48
H (-4.585, -3.501, 0.559)  0.41
H (-3.204, -3.324, 1.770)  0.31
H (-4.427, -5.755, 0.318)  0.27
H (-3.220, -5.861, 1.550)  0.34
H (-1.438, -4.655, 0.278)  -0.32
H (-2.467, -4.233, -1.000)  0.24
H (-0.113, -5.207, -1.620)  0.11
H (-1.215, -5.247, -2.987)  0.40
H (0.630, -6.679, -3.454)  0.54
H (-0.845, -7.518, -3.523)  0.38
H (1.196, -7.721, -1.191)  0.24
H (0.842, -8.932, -2.381)  0.46
H (-0.334, -9.249, -0.026)  0.45
H (-1.351, -9.170, -1.384)  0.35
H (-0.553, -6.801, 0.415)  0.09
H (-2.101, -7.528, 0.636)  0.53
H (-2.744, -7.538, -2.599)  0.47
H (-3.460, -5.970, -2.477)  0.28
H (-3.759, -7.093, -1.106)  0.32
C (-1.886, 7.853, -2.865)  -0.85
N (-1.719, 6.964, -1.589)  0.17
C (-0.174, 6.917, -1.307)  -0.68
C (-2.391, 7.701, -0.409)  -0.76
C (-2.405, 5.631, -1.834)  0.08
C (-2.398, 5.069, -3.208)  0.04
O (-1.016, 4.857, -3.440)  -0.37
H (-1.130, 7.459, -3.545)  0.38
H (-1.500, 8.839, -2.604)  0.44
H (-2.895, 7.679, -3.238)  0.32
H (0.378, 6.531, -2.164)  0.25
H (0.000, 6.346, -0.396)  0.12
H (-0.006, 7.990, -1.213)  0.54
H (-2.264, 6.975, 0.393)  0.30
H (-3.445, 7.771, -0.679)  0.38
H (-1.916, 8.638, -0.117)  0.36
H (-3.398, 5.753, -1.401)  0.16
H (-1.925, 4.913, -1.169)  -0.48
H (-2.914, 5.618, -3.996)  0.55
H (-2.875, 4.090, -3.157)  -0.08
H (-0.830, 4.208, -4.123)  0.31
C (-6.232, 2.903, 1.469)  -0.68
N (-7.206, 1.976, 0.588)  0.33
C (-6.670, 0.503, 0.672)  -0.48
C (-8.617, 2.083, 1.235)  -0.82
C (-7.416, 2.430, -0.858)  -0.72
C (-6.133, 2.496, -1.677)  -0.53
O (-5.347, 3.544, -1.242)  -0.25
H (-5.159, 2.858, 1.283)  0.16
H (-6.219, 2.500, 2.481)  0.29
H (-6.645, 3.911, 1.436)  0.42
H (-6.557, 0.127, 1.689)  -0.11
H (-5.652, 0.427, 0.292)  0.28
H (-7.370, -0.229, 0.270)  0.35
H (-9.156, 3.025, 1.131)  0.33
H (-8.489, 1.825, 2.286)  0.29
H (-9.132, 1.303, 0.676)  0.49
H (-7.969, 3.346, -1.065)  0.42
H (-8.068, 1.631, -1.212)  0.38
H (-6.430, 2.644, -2.715)  0.53
H (-5.591, 1.551, -1.627)  0.11
H (-5.746, 4.328, -1.627)  0.27
C (-4.350, -0.927, -5.065)  -1.05
N (-3.911, -0.752, -6.509)  0.27
C (-5.092, -1.327, -7.372)  -0.87
C (-3.693, 0.730, -6.761)  -1.06
C (-2.527, -1.602, -6.739)  -0.22
C (-1.852, -1.278, -8.143)  -0.54
O (-2.656, -1.105, -9.224)  -0.49
H (-4.526, -1.985, -4.869)  0.45
H (-5.242, -0.395, -4.734)  0.39
H (-3.513, -0.588, -4.455)  0.25
H (-5.226, -2.402, -7.248)  0.36
H (-4.900, -1.039, -8.406)  0.33
H (-6.022, -0.898, -6.998)  0.39
H (-3.521, 0.933, -7.818)  0.35
H (-2.791, 1.032, -6.229)  0.44
H (-4.580, 1.286, -6.454)  0.39
H (-2.885, -2.622, -6.601)  0.54
H (-1.849, -1.327, -5.932)  -0.13
H (-1.046, -1.964, -8.402)  0.71
H (-1.354, -0.314, -8.042)  0.07
H (-2.200, -1.478, -9.982)  0.39
B (4.383, 0.786, 4.078)  -0.74
F (5.477, 1.139, 3.405)  0.06
F (4.286, 1.541, 5.257)  -0.37
F (3.211, 1.072, 3.350)  0.20
F (4.374, -0.573, 4.336)  0.13
B (-0.790, 1.832, -4.916)  -0.31
F (-0.691, 0.997, -5.956)  -0.07
F (-0.986, 3.147, -5.366)  -0.37
F (-1.856, 1.425, -4.153)  0.02
F (0.415, 1.757, -4.310)  -0.24
B (-2.086, 4.899, 2.132)  -0.73
F (-2.330, 3.739, 2.750)  -0.04
F (-1.505, 5.730, 3.074)  -0.29
F (-1.189, 4.647, 1.100)  0.35
F (-3.284, 5.351, 1.694)  -0.33
B (5.371, 0.816, -4.003)  0.21
F (5.747, 0.803, -5.347)  -0.29
F (4.534, 1.866, -3.724)  -0.31
F (4.641, -0.363, -3.830)  -0.31
F (6.456, 0.905, -3.148)  -0.19
B (1.391, -2.983, -0.329)  -0.51
F (1.333, -3.167, -1.712)  -0.21
F (2.295, -2.109, 0.099)  0.12
F (0.106, -2.580, -0.021)  -0.17
F (1.498, -4.257, 0.326)  -0.12

Charge   +5
Strongest force on any atom   9.900 eV/Å
Calculated total energy   -166619.1295 eV
Spin multiplicity   1
Frontier orbital gap   0.23707 Eh
E_HOMO   -17.41 eV